Version A
Density functional theory data (the ωB97M-V functional and the def2-TZVPD basis) for a molecular structure, C2H3N2OP.

The geometry in ORCA input format:
```
! RIJCOSX wB97M-V def2-TZVPD def2/J DEFGRID3
* xyz 0 1
C 1.18621 -1.06265 -0.49397
C -0.29599 0.47442 -0.30918
N 1.17447 -0.72668 -1.70202
N -0.09065 0.56627 -1.54986
O 0.42336 -0.37625 0.41726
P -1.40733 1.54771 0.78589
H 1.69676 -1.89708 -0.08963
H -0.44221 1.01420 1.69315
H -2.24463 0.46007 1.24836
*
```

The calculation puts the orbital gap at 11.41 eV.

***

Version B
Density functional theory data (the ωB97M-V functional and the def2-TZVPD basis) for C2H3N2OP in the gas phase.

The geometry in ORCA input format:
```
! RIJCOSX wB97M-V def2-TZVPD def2/J DEFGRID3
* xyz 0 1
C 1.40269 1.00331 -0.38533
C -0.99398 -0.69728 0.71683
N 0.02429 1.24180 1.49245
N -0.60385 0.28375 1.32023
O 0.67977 0.28007 -1.16657
P 0.29183 -1.26058 -0.66671
H 1.34231 1.95953 -0.76586
H -1.74961 -1.32109 1.28912
H -0.39345 -1.48951 -1.83416
*
```

The calculation puts the orbital gap at 8.17 eV.

***

Name the most stable of them. version A.

***

Version A
Density functional theory data (the ωB97M-V functional and the def2-TZVPD basis) for C3H4ClF in the gas phase.

The geometry in ORCA input format:
```
! RIJCOSX wB97M-V def2-TZVPD def2/J DEFGRID3
* xyz 0 1
C -1.00367 0.56880 0.40717
C 0.19392 0.31609 -0.51809
C 1.15782 -0.58713 -0.05708
H -2.04523 0.50286 -0.25210
H -0.74475 1.56901 0.81497
H 2.01639 -0.99658 -0.84282
H 1.12030 -1.27587 0.72293
F 0.32527 0.53631 -1.97026
Cl -1.02005 -0.63349 1.69528
*
```

As for the structure (SMILES): C=C(F)CCl. The calculation puts the orbital gap at 10.35 eV.

***

Version B
Density functional theory data (the ωB97M-V functional and the def2-TZVPD basis) for C3H4ClF in the gas phase.

The geometry in ORCA input format:
```
! RIJCOSX wB97M-V def2-TZVPD def2/J DEFGRID3
* xyz 0 1
C -0.47201 0.54293 -0.09468
C 0.35571 -0.40823 0.75020
C 0.41570 -0.36883 -0.76739
H 1.07605 0.23990 1.46661
H 0.07765 -1.23621 1.41321
H -0.03452 -1.01634 -1.55565
H 1.20610 0.25172 -1.22992
F -0.43280 1.96519 0.02417
Cl -2.19187 0.02987 -0.00655
*
```

As for the structure (SMILES): FC1(Cl)CC1. The calculation puts the orbital gap at 11.10 eV.

***

Version C
Density functional theory data (the ωB97M-V functional and the def2-TZVPD basis) for a molecular structure, C3H4ClF.

The geometry in ORCA input format:
```
! RIJCOSX wB97M-V def2-TZVPD def2/J DEFGRID3
* xyz 0 1
C 0.08354 -1.38505 -0.09838
C 0.48155 1.13316 0.46124
C -0.00341 0.06467 -0.32104
F 1.13209 2.06274 -0.13912
Cl -2.26333 0.22071 0.03117
H -0.25924 -2.12283 -0.81350
H 0.69972 -1.72556 0.73327
H 0.22809 1.46924 1.50705
H -0.09900 0.28291 -1.36070
*
```

The calculation puts the orbital gap (alpha / beta) at 6.94 / 7.38 eV.

***

Name the most stable of them. version B.

***

Version A
Density functional theory data (the ωB97M-V functional and the def2-TZVPD basis) for C4H4N2S in the gas phase.

The geometry in ORCA input format:
```
! RIJCOSX wB97M-V def2-TZVPD def2/J DEFGRID3
* xyz 0 1
C 0.03241 0.94333 -0.39244
C -0.18368 -0.46020 -0.85369
C -0.09981 -1.39219 0.19303
C -0.07260 -2.26256 1.06405
H 0.14695 0.37993 1.62560
H 0.13294 2.06905 1.30940
H 0.28486 1.67149 -2.14603
H -0.02279 -3.07200 1.78011
N 0.02112 1.09951 0.97707
N 0.22648 1.93621 -1.15950
S -0.46589 -0.91258 -2.39759
*
```

As for the structure (SMILES): [H]/N=C(/N)C(=S)C#C. The calculation puts the orbital gap at 7.66 eV.

***

Version B
Density functional theory data (the ωB97M-V functional and the def2-TZVPD basis) for 2 unconnected molecules or ions with the total composition C4H4N2S.

The geometry in ORCA input format:
```
! RIJCOSX wB97M-V def2-TZVPD def2/J DEFGRID3
* xyz 0 1
C 1.42414 1.13856 0.03598
C 0.08178 1.20967 0.10306
C 0.75310 -0.87493 -0.02476
C -1.66262 -0.56200 0.14077
N 1.85541 -0.18173 -0.06660
N -0.38828 -0.14276 0.10959
S -3.12531 0.04023 0.06355
H 1.93915 2.02629 -0.23681
H -0.39512 2.12305 -0.13865
H 0.53322 -1.93513 0.20904
H -1.01547 -2.84124 -0.19518
*
```

The calculation puts the orbital gap (alpha / beta) at 7.73 / 8.80 eV.

***

Version C
Density functional theory data (the ωB97M-V functional and the def2-TZVPD basis) for C4H4N2S in the gas phase.

The geometry in ORCA input format:
```
! RIJCOSX wB97M-V def2-TZVPD def2/J DEFGRID3
* xyz 0 1
C 0.94202 -0.13949 -0.00078
C 0.25857 1.07194 0.00157
C -1.68637 -0.09322 0.00230
C -0.99096 -1.24827 0.00402
H 2.94057 1.07473 -0.02379
H 0.78986 2.04329 0.00110
H -2.78783 -0.05781 -0.02209
H -1.47546 -2.22073 0.03882
N -1.06670 1.09861 0.00487
N 0.33794 -1.31302 -0.01088
S 2.73837 -0.21602 0.00485
*
```

As for the structure (SMILES): Sc1cnccn1. The calculation puts the orbital gap at 9.44 eV.

***

Name the most stable of them. version C.

***

Version A
Density functional theory data (the ωB97M-V functional and the def2-TZVPD basis) for a gas-phase ion, C2H3O3S (charge -1).

The geometry in ORCA input format:
```
! RIJCOSX wB97M-V def2-TZVPD def2/J DEFGRID3
* xyz -1 1
C -0.53804 -0.46039 -1.28694
C -0.65808 0.49127 0.75083
O 1.78920 -1.07883 0.88362
O 1.97740 1.10643 -0.41762
O -1.24627 -0.47948 0.02982
S 1.14233 -0.08258 -0.00537
H -0.80955 -1.48113 -1.87115
H -0.78407 1.39231 0.14162
H -0.87292 0.59241 1.77518
*
```

As for the structure (SMILES): O=[S@@]1([O-])=COC1. The calculation puts the orbital gap at 7.18 eV.

***

Version B
Density functional theory data (the ωB97M-V functional and the def2-TZVPD basis) for a gas-phase ion, C2H3O3S (charge -1).

The geometry in ORCA input format:
```
! RIJCOSX wB97M-V def2-TZVPD def2/J DEFGRID3
* xyz -1 1
C 0.22279 0.30852 -0.12703
C -1.24043 -0.77563 0.05844
O 2.68656 1.12539 -0.92491
O 1.04292 0.64083 0.99495
O -2.03099 -1.26021 -0.86067
S 1.96462 0.11061 -0.16720
H -0.09922 1.31968 -0.37746
H -1.77152 0.08089 0.65035
H -0.77474 -1.55008 0.75353
*
```

The calculation puts the orbital gap at 6.76 eV.

***

Name the most stable of them. version B.

***

Version A
Density functional theory data (the ωB97M-V functional and the def2-TZVPD basis) for a gas-phase ion, C2H3O3S (charge -1).

The geometry in ORCA input format:
```
! RIJCOSX wB97M-V def2-TZVPD def2/J DEFGRID3
* xyz -1 1
C -1.43942 0.17102 0.31838
C -0.53318 -0.31090 -0.49157
O 1.37926 1.41109 0.54482
O 2.01590 0.04342 -1.33975
O 1.68447 -1.01788 0.85598
S 1.25420 0.07424 -0.08706
H -2.47777 -0.29859 0.37685
H -1.30813 1.21092 0.85319
H -0.57533 -1.28332 -1.03083
*
```

As for the structure (SMILES): C=CS(=O)(=O)[O-]. The calculation puts the orbital gap at 8.60 eV.

***

Version B
Density functional theory data (the ωB97M-V functional and the def2-TZVPD basis) for a gas-phase ion, C2H3O3S (charge -1).

The geometry in ORCA input format:
```
! RIJCOSX wB97M-V def2-TZVPD def2/J DEFGRID3
* xyz -1 1
C -1.57452 0.15348 1.16037
C -0.29545 -0.33884 -0.65631
O 1.85651 1.22090 -0.11507
O 2.44926 -1.10745 -0.44565
O -0.95547 0.54359 0.14172
S 1.57708 -0.16118 0.26675
H -2.07536 1.14731 1.74044
H -0.53200 -1.36351 -0.39214
H -0.45003 -0.09429 -1.70012
*
```

The calculation puts the orbital gap at 7.53 eV.

***

Version C
Density functional theory data (the ωB97M-V functional and the def2-TZVPD basis) for a molecular structure, C2H3O3S.

The geometry in ORCA input format:
```
! RIJCOSX wB97M-V def2-TZVPD def2/J DEFGRID3
* xyz -1 1
C 0.46111 0.28828 0.05138
C -0.82335 -0.13113 -1.01535
O 1.47473 -0.35443 2.60038
O 0.36504 1.35239 0.99992
O -2.09152 -0.08934 -0.74480
S 0.24498 -0.12831 1.79804
H 1.38654 0.10458 -0.37842
H -0.44151 -1.41647 -1.31237
H -0.57603 0.37443 -1.99879
*
```

The calculation puts the orbital gap at 6.80 eV.

***

Name the most stable of them. version A.

***

Version A
Density functional theory data (the ωB97M-V functional and the def2-TZVPD basis) for 2 unconnected molecules or ions with the total composition C2H3O3S.

The geometry in ORCA input format:
```
! RIJCOSX wB97M-V def2-TZVPD def2/J DEFGRID3
* xyz -1 1
C 1.34019 -0.02708 -0.65129
C 0.08320 0.27477 0.09893
O -1.94427 -1.57343 -0.29020
O -2.65637 0.58159 0.66607
O 0.63616 1.24443 -0.66021
S -1.80532 -0.09117 -0.35509
H 2.34310 0.01102 -0.12181
H 1.37134 -0.69881 -1.60926
H 0.63197 0.27867 2.92286
*
```

The calculation puts the orbital gap (alpha / beta) at 7.82 / 5.91 eV.

***

Version B
Density functional theory data (the ωB97M-V functional and the def2-TZVPD basis) for 3 unconnected molecules or ions with the total composition C2H3O3S.

The geometry in ORCA input format:
```
! RIJCOSX wB97M-V def2-TZVPD def2/J DEFGRID3
* xyz -1 1
C 2.69754 0.70177 2.57858
C 1.98103 0.23365 1.71136
O -2.68255 -2.11077 -3.36784
O -3.79112 -0.16941 -2.43369
O -0.29146 0.46011 -0.22616
S -2.98880 -1.36299 -2.16897
H 3.35476 1.44981 3.01146
H 0.27470 1.23608 -0.16211
H 1.44591 -0.43825 1.05737
*
```

The calculation puts the orbital gap (alpha / beta) at 4.92 / 4.92 eV.

***

Version C
Density functional theory data (the ωB97M-V functional and the def2-TZVPD basis) for 2 unconnected molecules or ions with the total composition C2H3O3S.

The geometry in ORCA input format:
```
! RIJCOSX wB97M-V def2-TZVPD def2/J DEFGRID3
* xyz -1 1
C -1.52027 0.50008 0.12375
C -0.33464 -0.06285 0.45706
O 2.33353 -0.61226 0.63240
O -2.56734 -0.16659 0.19922
O 1.66410 1.39325 -0.52544
S 1.29558 0.02799 -0.14095
H -1.57431 1.56148 -0.10281
H -0.43799 -1.71610 0.57302
H 1.14133 -0.92499 -1.21623
*
```

The calculation puts the orbital gap at 7.83 eV.

***

Name the most stable of them. version C.